Record 1
C28H34B2CaF4N6NaO15 | ωB97M-V/def2-TZVPD

```
! wB97M-V def2-TZVPD RIJCOSX def2/J DEFGRID3
* xyz -1 1
N 0.548 -1.917 -2.477
C 1.297 -0.721 -2.934
C 2.888 -0.870 -2.893
N 3.853 -1.161 -3.905
N 5.034 -1.117 -3.223
C 5.018 -0.785 -1.822
C 6.197 -0.651 -0.751
O 6.385 0.688 -0.230
C 5.209 1.227 0.367
C 4.598 0.797 1.751
C 3.236 1.424 2.354
C 2.468 2.499 1.525
C 3.070 2.967 0.134
C 4.407 2.328 -0.414
N 3.566 -0.640 -1.626
H 0.627 -2.711 -3.125
H 0.751 -2.172 -1.502
H 1.035 0.141 -2.202
H 0.907 -0.384 -3.961
H 5.975 -1.277 -3.646
H 5.981 -1.436 0.072
H 7.199 -0.941 -1.251
H 5.205 -0.022 2.342
H 2.831 1.051 3.361
H 1.486 2.970 1.913
H 2.457 3.758 -0.450
H 4.753 2.715 -1.444
H 3.075 -0.397 -0.751
O -0.679 2.928 2.859
C -0.903 2.744 4.053
N -1.135 3.787 4.888
C -0.939 1.381 4.680
H -1.322 3.683 5.871
H -1.117 4.715 4.490
H 0.031 0.897 4.540
H -1.717 0.787 4.196
H -1.153 1.430 5.748
B -5.341 -1.725 5.643
O -6.676 -1.136 5.833
C -7.416 -1.490 4.780
O -8.569 -1.171 4.622
C -6.614 -2.310 3.869
O -6.987 -2.788 2.827
O -5.382 -2.458 4.367
O -4.303 -0.679 5.615
C -3.453 -0.943 6.605
O -2.481 -0.271 6.861
C -3.884 -2.151 7.316
O -3.329 -2.654 8.263
O -4.998 -2.625 6.757
Na 1.327 3.062 -1.734
C 7.123 -1.190 4.276
O 7.582 -0.143 4.737
O 7.669 -2.319 4.361
O 6.011 -1.279 3.638
N -1.595 -3.994 -2.659
C -1.508 -5.342 -2.418
C -2.775 -5.865 -2.467
C -3.662 -4.796 -2.754
C -2.906 -3.654 -2.870
H -0.816 -3.356 -2.679
H -0.552 -5.810 -2.232
H -3.036 -6.904 -2.315
H -4.735 -4.857 -2.864
H -3.186 -2.633 -3.083
Ca 3.729 -1.319 2.359
C 1.109 5.217 -7.313
C 1.178 4.036 -6.581
C 0.058 3.578 -5.892
C -1.134 4.297 -5.943
C -1.202 5.476 -6.678
C -0.080 5.939 -7.360
H 1.982 5.576 -7.847
H 2.104 3.472 -6.547
H 0.113 2.660 -5.316
H -2.008 3.938 -5.410
H -2.131 6.036 -6.720
H -0.133 6.861 -7.928
C -3.462 6.736 2.955
O -2.763 5.685 3.606
H -2.877 7.652 3.038
H -3.598 6.489 1.899
H -4.433 6.883 3.433
H -3.300 4.886 3.518
O 5.388 0.028 -6.431
H 4.879 -0.311 -5.708
B -3.975 -10.025 -1.603
F -3.787 -10.561 -0.286
F -4.055 -11.100 -2.551
F -5.189 -9.261 -1.642
F -2.865 -9.175 -1.937
*
```

The value obtained for the HOMO-LUMO gap is 2.3416 eV. For the LUMO energy, the calculation gives -0.1256 Ha.

---

Record 2
C5H9NO2 | ωB97M-V/def2-TZVPD

```
! wB97M-V def2-TZVPD RIJCOSX def2/J DEFGRID3
* xyz 0 1
C -1.797 1.674 0.365
C -1.696 0.310 0.393
C -0.690 -0.525 -0.333
O -1.191 -1.326 -1.311
O 0.044 -1.444 0.428
C 0.790 -0.347 -0.171
C 1.470 0.421 0.901
N 1.557 -0.533 -1.250
H -2.574 2.273 0.905
H -1.311 2.237 -0.495
H -2.183 -0.202 1.119
H -0.758 -2.167 -1.162
H 1.540 1.522 0.719
H 2.452 -0.069 1.157
H 0.895 0.141 1.760
H 2.315 -1.099 -0.958
H 1.136 -0.867 -2.069
*
```

The value obtained for the HOMO-LUMO gap is 10.4484 eV. For the LUMO energy, the calculation gives 0.0345 Ha. Its energy above the lowest of the compared OMol25 structures with the same formula, charge and spin is 73.3 kcal/mol. As for the SMILES: C=C[C@]1(O)O[C@@]1(C)N.

---

Record 3
C2H7BN2 | ωB97M-V/def2-TZVPD

```
! wB97M-V def2-TZVPD RIJCOSX def2/J DEFGRID3
* xyz 0 1
B 1.078 -1.260 -0.147
C 0.054 1.039 0.139
C -1.040 0.096 -0.317
N 1.190 0.072 -0.242
N -1.009 -1.149 0.315
H 1.611 -2.238 -0.392
H 0.086 2.112 -0.239
H -0.125 1.023 1.243
H -1.950 0.641 -0.055
H -1.001 0.028 -1.383
H 1.988 0.696 -0.233
H -0.882 -1.059 1.312
*
```

The value obtained for the HOMO-LUMO gap is 9.0766 eV. For the LUMO energy, the calculation gives 0.0242 Ha. Its energy above the lowest of the compared OMol25 structures with the same formula, charge and spin is 48.2 kcal/mol.

---

Record 4
C19H25As2NPdTe | ωB97M-V/def2-TZVPD

```
! wB97M-V def2-TZVPD RIJCOSX def2/J DEFGRID3
* xyz 2 1
Pd 0.058 1.078 1.023
C 3.451 2.596 0.422
As 2.464 1.009 0.900
C 3.063 -0.304 -0.381
C 3.175 0.442 2.595
C 4.535 0.506 2.877
C 5.005 0.028 4.091
C 4.124 -0.519 5.018
C 2.767 -0.586 4.735
C 2.294 -0.099 3.522
As 0.422 -0.152 3.079
C -0.495 0.582 4.609
C -0.072 -2.017 3.074
H 4.510 2.345 0.389
H 3.278 3.382 1.154
H 3.151 2.934 -0.568
H 4.140 -0.424 -0.279
H 2.824 0.041 -1.387
H 2.569 -1.256 -0.197
H 5.235 0.924 2.164
H 6.061 0.082 4.316
H 4.494 -0.892 5.963
H 2.091 -1.013 5.467
H -0.230 0.012 5.498
H -1.570 0.514 4.448
H -0.208 1.623 4.742
H 0.261 -2.457 4.013
H 0.406 -2.529 2.241
H -1.153 -2.108 2.990
N -3.081 0.916 1.300
C -1.938 0.976 1.189
H -4.081 0.858 1.380
C -1.981 3.065 -1.589
Te 0.038 2.464 -1.224
C 0.302 4.473 -0.517
C -0.804 5.245 -1.193
C -0.736 6.631 -1.290
C -1.761 7.334 -1.901
C -2.854 6.656 -2.425
C -2.923 5.276 -2.338
C -1.900 4.567 -1.717
H -2.609 2.746 -0.761
H -2.319 2.582 -2.504
H 1.292 4.818 -0.807
H 0.223 4.474 0.570
H 0.122 7.161 -0.894
H -1.701 8.410 -1.980
H -3.647 7.204 -2.915
H -3.769 4.748 -2.760
*
```

The value obtained for the HOMO-LUMO gap is 7.5846 eV. For the LUMO energy, the calculation gives -0.2402 Ha. Its energy above the lowest of the compared OMol25 structures with the same formula, charge and spin is 0.0 kcal/mol.

---

Record 5
C3H9Cl2PSi | ωB97M-V/def2-TZVPD

```
! wB97M-V def2-TZVPD RIJCOSX def2/J DEFGRID3
* xyz 0 1
C -0.472 -0.314 1.803
C -1.554 1.513 -0.582
C -0.183 -1.309 -1.199
Si -0.316 0.181 -0.024
P 4.051 0.773 -0.258
Cl 1.696 1.075 -0.158
Cl 4.164 -1.144 0.282
H -0.142 0.487 2.461
H -1.499 -0.562 2.065
H 0.143 -1.187 2.022
H -2.566 1.111 -0.560
H -1.529 2.380 0.070
H -1.356 1.851 -1.595
H 0.687 -1.911 -0.948
H -1.056 -1.954 -1.148
H -0.069 -0.988 -2.231
*
```

The value obtained for the HOMO-LUMO gap (alpha / beta) is 6.3450 / 6.3433 eV. For the LUMO energy (alpha / beta), the calculation gives -0.0122 / -0.0116 Ha. Its energy above the lowest of the compared OMol25 structures with the same formula, charge and spin is 30.6 kcal/mol.

---

Record 6
C5H11N | ωB97M-V/def2-TZVPD

```
! wB97M-V def2-TZVPD RIJCOSX def2/J DEFGRID3
* xyz 0 1
C 1.981 -0.854 -0.197
C 1.252 0.112 -1.170
C -0.067 0.662 -0.659
C -0.979 0.213 0.209
C -1.714 1.128 1.159
N -1.251 -1.176 0.374
H 1.497 -1.814 0.002
H 2.181 -0.296 0.718
H 2.878 -1.243 -0.692
H 1.847 1.002 -1.346
H 1.124 -0.479 -2.081
H -0.173 1.726 -0.891
H -1.417 0.938 2.190
H -2.808 1.029 1.186
H -1.470 2.133 0.813
H -0.637 -1.808 -0.099
H -2.242 -1.274 0.484
*
```

The value obtained for the HOMO-LUMO gap is 8.7286 eV. For the LUMO energy, the calculation gives 0.0395 Ha. Its energy above the lowest of the compared OMol25 structures with the same formula, charge and spin is 28.1 kcal/mol. As for the SMILES: CC/C=C(/C)N.

---

Energy in eV, matching the order above: -104313.9914 -10913.3951 -5842.0737 -154034.9852 -45468.4912 -6852.3094